[1]
Molecular formula: CH7BNO
Method: DFT, the ωB97M-V functional and the def2-TZVPD basis

Orbital gap (spin up / spin down), eV: 9.7 / 8.1
Net charge: +1
Energy above the lowest of the compared OMol25 structures with the same formula, charge and spin, kJ/mol: 446.7

Each line ends with the Löwdin charge.
Element x y z (Å)
B1 -1.02 0.21 0.37  -0.262
C1 0.51 0.16 0.69  -0.044
N1 1.26 0.05 -0.66  0.175
O1 -1.50 -0.05 -0.84  0.119
H1 -3.07 -0.10 2.07  0.108
H2 1.14 0.91 1.22  0.136
H3 0.64 -0.73 1.29  0.111
H4 1.40 -0.91 -0.97  0.165
H5 0.81 0.47 -1.50  0.179
H6 2.22 0.30 -0.57  0.151
H7 -2.43 -0.31 -1.09  0.161

=====

[2]
Molecular formula: CH7BrN3
Method: DFT, the ωB97M-V functional and the def2-TZVPD basis

Orbital gap (spin up / spin down), eV: 8.9 / 8.3
Net charge: +1
Energy above the lowest of the compared OMol25 structures with the same formula, charge and spin, kJ/mol: 482.0

Each line ends with the Löwdin charge.
Element x y z (Å)
C1 -0.24 0.10 -0.02  -0.559
N1 -1.24 -0.45 0.78  0.137
N2 0.14 -0.75 -1.03  -0.449
N3 1.09 0.46 0.69  0.235
Br1 1.14 0.03 -2.41  0.798
H1 -0.85 1.80 -1.08  0.169
H2 -1.59 -0.01 1.57  0.087
H3 -1.80 -1.20 0.47  0.100
H4 -0.66 -1.32 -1.28  0.086
H5 0.94 1.38 1.12  0.180
H6 1.72 0.36 -0.03  0.029
H7 1.35 -0.40 1.20  0.185

=====

[3]
Molecular formula: CH7N2O
Method: DFT, the ωB97M-V functional and the def2-TZVPD basis

Orbital gap, eV: 11.9
Net charge: +1
Energy above the lowest of the compared OMol25 structures with the same formula, charge and spin, kJ/mol: 190.3

Each line ends with the Löwdin charge.
Element x y z (Å)
O1 2.18 0.45 -0.62  -0.038
H1 0.27 -0.57 -0.75  0.147
H2 2.75 0.03 -1.26  0.063
H3 2.67 1.00 0.00  0.066
N1 -0.11 -0.65 0.19  0.205
C1 -1.23 0.29 0.26  -0.209
N2 -2.37 -0.16 0.47  0.171
H4 0.55 -0.64 0.97  0.168
H5 -0.55 -1.58 0.16  0.181
H6 -1.04 1.36 0.36  0.151
H7 -3.12 0.47 0.23  0.096

=====

[4]
Molecular formula: CH7N2O
Method: DFT, the ωB97M-V functional and the def2-TZVPD basis

Orbital gap, eV: 6.1
Net charge: +1
Energy above the lowest of the compared OMol25 structures with the same formula, charge and spin, kJ/mol: 655.7

Each line ends with the Löwdin charge.
Element x y z (Å)
N1 -0.50 -0.60 1.11  0.216
C1 -0.65 0.64 0.36  -0.285
N2 0.56 0.95 -0.21  0.263
H1 -0.94 1.42 1.10  0.214
H2 0.44 -0.90 1.35  0.132
H3 -1.42 0.55 -0.42  0.154
H4 1.22 1.32 0.51  0.141
H5 0.75 -0.28 -1.39  -0.037
H6 1.14 -1.27 -2.53  0.078
H7 -1.15 -0.68 1.90  0.134
O1 0.55 -1.15 -1.77  -0.009

=====

[5]
Molecular formula: CH7N2O2
Method: DFT, the ωB97M-V functional and the def2-TZVPD basis

Orbital gap, eV: 10.9
Net charge: +1
Energy above the lowest of the compared OMol25 structures with the same formula, charge and spin, kJ/mol: 357.5

Each line ends with the Löwdin charge.
Element x y z (Å)
C1 0.03 0.35 -1.15  -0.257
N1 0.75 -0.30 1.86  0.028
N2 -1.23 0.69 -1.29  0.207
O1 0.54 -0.74 -1.62  0.148
O2 -0.21 -0.39 0.89  -0.270
H1 0.76 1.11 -0.91  0.167
H2 0.50 -0.94 2.64  0.176
H3 1.68 -0.57 1.50  0.173
H4 -1.56 1.56 -0.90  0.144
H5 -1.94 -0.01 -1.47  0.149
H6 0.80 0.67 2.24  0.173
H7 -0.11 -1.44 -1.80  0.163

=====

[6]
Molecular formula: CH7N2O2Si
Method: DFT, the ωB97M-V functional and the def2-TZVPD basis

Orbital gap, eV: 10.8
SMILES: O/[NH+]=C/N(O)[SiH3]
Net charge: +1
Energy above the lowest of the compared OMol25 structures with the same formula, charge and spin, kJ/mol: 63.1

Each line ends with the Löwdin charge.
Element x y z (Å)
O1 -0.09 2.05 1.90  0.019
N1 0.67 1.21 1.13  0.034
C1 -0.07 0.41 0.52  -0.136
N2 0.16 -0.36 -0.53  -0.274
O2 1.51 -0.50 -0.86  -0.005
Si1 -1.00 -1.38 -1.37  0.733
H1 0.39 2.13 2.82  0.196
H2 1.61 1.61 0.97  0.217
H3 -1.13 0.49 0.79  0.177
H4 1.89 -1.18 -0.27  0.144
H5 -1.40 -0.36 -2.52  -0.023
H6 -0.29 -2.55 -1.98  -0.034
H7 -2.26 -1.55 -0.58  -0.048

=====

| no. | strongest force on any atom (eV/Å) |
| --- | --- |
| 1 | 2.26 |
| 2 | 3.93 |
| 3 | 2.95 |
| 4 | 2.49 |
| 5 | 0.71 |
| 6 | 4.44 |